1.
13 unconnected molecules or ions with the total composition C36H103N5O13 in a non-equilibrium geometry, computed with the ωB97M-V functional and the def2-TZVPD basis.

- F_max (eV/A) = 2.78
- energy (Eh) = -2684.996582
- energy relative to the best compared isomer or geometry (same formula, charge and spin) (kJ/mol) = 430.9
- multiplicity = 1
- HOMO-LUMO gap (Eh) = 0.349

The geometry in XYZ format:
```
157
C36H103N5O13 (the ωB97M-V functional and the def2-TZVPD basis)
C -3.450 -6.052 -5.114
C -3.130 -4.616 -4.726
O -2.329 -4.567 -3.595
H -2.557 -6.609 -5.396
H -4.135 -6.249 -5.939
H -4.041 -6.518 -4.326
H -4.112 -4.151 -4.650
H -2.639 -4.111 -5.559
H -2.453 -3.710 -3.181
C 4.702 7.665 0.250
C 4.534 6.125 0.455
O 4.622 5.882 1.875
H 3.842 8.220 0.624
H 4.817 7.864 -0.815
H 5.560 8.046 0.804
H 5.315 5.569 -0.063
H 3.618 5.736 0.010
H 5.561 5.891 2.071
C -0.715 0.728 -6.525
C 0.644 0.144 -6.504
O 1.056 0.003 -7.848
H -0.857 1.542 -7.236
H -0.975 1.085 -5.529
H -1.472 0.036 -6.894
H 0.628 -0.815 -5.985
H 1.359 0.774 -5.974
H 1.264 0.906 -8.098
C -0.126 4.566 4.136
C -0.356 5.967 3.596
O 0.867 6.694 3.681
H -0.062 4.477 5.221
H 0.771 4.136 3.691
H -0.971 3.997 3.749
H -1.102 6.544 4.143
H -0.718 5.933 2.568
H 1.635 6.215 3.362
C 4.285 -5.831 -4.655
C 2.892 -5.666 -4.084
O 1.876 -5.694 -5.106
H 4.498 -5.199 -5.517
H 4.433 -6.869 -4.951
H 5.094 -5.711 -3.935
H 2.756 -4.670 -3.665
H 2.610 -6.442 -3.372
H 1.039 -5.524 -4.666
C -3.971 -3.556 6.224
C -2.601 -3.195 6.784
O -2.524 -1.865 7.229
H -4.052 -4.537 5.756
H -4.199 -3.003 5.313
H -4.735 -3.442 6.993
H -1.792 -3.333 6.067
H -2.285 -3.780 7.648
H -1.666 -1.718 7.632
C 2.416 -5.642 1.399
C 3.045 -4.931 2.609
O 4.453 -5.055 2.471
H 2.580 -6.719 1.370
H 2.816 -5.238 0.469
H 1.356 -5.389 1.390
H 2.631 -5.430 3.486
H 2.612 -3.933 2.676
H 4.567 -6.004 2.384
C -7.974 -3.279 -0.774
C -7.960 -2.507 0.535
O -7.081 -1.438 0.418
H -8.738 -4.056 -0.805
H -7.007 -3.775 -0.865
H -8.031 -2.632 -1.649
H -7.504 -3.212 1.229
H -8.904 -2.129 0.929
H -7.297 -0.775 1.078
C -6.703 -0.079 -7.359
C -7.426 1.169 -6.952
C -6.548 2.304 -6.344
O -5.981 1.914 -5.164
C -6.819 2.075 -4.066
N -8.139 1.621 -8.178
H -7.428 -0.790 -7.755
H -6.216 -0.564 -6.513
H -5.928 0.115 -8.100
H -8.138 0.827 -6.201
H -7.106 3.239 -6.292
H -5.737 2.398 -7.066
H -7.085 3.115 -3.882
H -6.253 1.694 -3.215
H -7.714 1.462 -4.172
H -8.926 1.000 -8.304
H -8.638 2.482 -8.008
C 7.752 -2.083 6.630
C 6.221 -2.158 6.853
C 5.411 -1.152 6.035
O 4.069 -1.357 6.364
C 3.145 -0.411 5.757
N 5.840 -3.512 6.540
H 8.047 -2.276 5.599
H 8.330 -2.694 7.323
H 8.044 -1.043 6.776
H 5.939 -2.018 7.897
H 5.590 -1.227 4.962
H 5.637 -0.136 6.358
H 2.151 -0.539 6.185
H 3.045 -0.670 4.703
H 3.493 0.617 5.866
H 4.831 -3.486 6.590
H 5.952 -3.612 5.542
C -1.616 -0.942 1.287
C -1.473 -0.208 -0.023
C -0.049 -0.136 -0.597
O 0.904 0.437 0.337
C 2.292 0.451 -0.008
N -2.390 -0.788 -0.999
H -2.675 -1.008 1.534
H -1.092 -0.365 2.049
H -1.217 -1.950 1.180
H -1.863 0.793 0.167
H -0.017 0.301 -1.595
H 0.319 -1.150 -0.755
H 2.784 1.035 0.770
H 2.431 1.003 -0.938
H 2.756 -0.529 -0.123
H -3.286 -0.862 -0.539
H -2.531 -0.154 -1.772
C -6.103 3.833 2.037
C -7.579 3.776 2.354
C -8.501 4.320 1.218
O -8.128 5.677 1.048
C -8.896 6.499 0.178
N -7.922 2.409 2.759
H -5.457 3.126 2.559
H -5.757 4.852 2.209
H -5.981 3.610 0.977
H -7.776 4.415 3.215
H -9.526 4.236 1.581
H -8.424 3.787 0.270
H -9.929 6.556 0.522
H -8.865 6.153 -0.855
H -8.431 7.485 0.201
H -8.917 2.462 2.921
H -7.390 2.120 3.567
C 9.569 1.352 0.275
C 10.626 0.934 -0.703
C 12.061 0.795 -0.097
O 12.578 2.029 0.378
C 13.822 1.892 1.013
N 10.119 -0.224 -1.410
H 9.331 0.529 0.949
H 8.645 1.605 -0.245
H 9.885 2.196 0.888
H 10.697 1.754 -1.417
H 12.762 0.468 -0.865
H 12.083 0.039 0.688
H 13.710 1.452 2.004
H 14.285 2.877 1.076
H 14.497 1.217 0.487
H 10.932 -0.692 -1.784
H 9.759 -0.858 -0.711
```

Atom charges from the Mulliken analysis, given in e for atoms 1 to 99: -1.141, -0.119, -0.510, 0.260, 0.378, 0.296, 0.303, 0.237, 0.278, -0.864, -0.294, -0.506, 0.241, 0.315, 0.278, 0.274, 0.273, 0.288, -0.885, -0.260, -0.511, 0.323, 0.271, 0.256, 0.258, 0.244, 0.305, -0.861, -0.217, -0.517, 0.270, 0.260, 0.261, 0.267, 0.245, 0.290, -1.107, -0.051, -0.551, 0.302, 0.284, 0.347, 0.233, 0.248, 0.291, -1.014, -0.154, -0.533, 0.357, 0.257, 0.269, 0.242, 0.276, 0.301, -1.151, -0.175, -0.505, 0.374, 0.305, 0.320, 0.208, 0.316, 0.307, -1.006, -0.182, -0.494, 0.328, 0.249, 0.273, 0.200, 0.347, 0.264, -1.445, 0.700, -0.701, -0.217, -0.742, -0.768, 0.361, 0.309, 0.330, 0.146, 0.375, 0.310, 0.295, 0.217, 0.305, 0.279, 0.243, -1.366, 0.330, -0.688, -0.310, -0.698, -0.756, 0.316, 0.344, 0.366, 0.332

=====

2.
17 unconnected molecules or ions with the total composition C36H106O18P in a non-equilibrium geometry, computed with the ωB97M-V functional and the def2-TZVPD basis.

- F_max (eV/A) = 1.59
- energy (Eh) = -3130.601009
- energy relative to the best compared isomer or geometry (same formula, charge and spin) (kJ/mol) = 85.3
- charge = -1
- multiplicity = 1
- HOMO-LUMO gap (Eh) = 0.187

The geometry in XYZ format:
```
161
C36H106O18P (the ωB97M-V functional and the def2-TZVPD basis)
C 1.438 2.222 -1.948
C 2.490 2.772 -2.595
C 3.175 2.178 -3.827
C 2.794 0.735 -4.145
O 3.752 -0.162 -3.676
P 5.094 0.572 -2.823
O 4.527 2.156 -3.427
H 1.522 2.007 -0.890
H 0.561 1.862 -2.474
H 2.962 3.682 -2.240
H 3.093 2.874 -4.666
H 1.830 0.438 -3.717
H 2.681 0.602 -5.231
H 5.519 -0.699 -2.352
H 5.869 0.433 -4.061
H 6.279 1.187 -2.237
H 4.289 0.811 -1.635
C -0.889 1.712 2.360
C -0.871 0.653 1.277
O 0.359 0.675 0.581
H -0.723 2.694 1.920
H -1.836 1.739 2.907
H -0.082 1.534 3.077
H -1.654 0.843 0.542
H -1.038 -0.345 1.707
H 1.065 0.514 1.218
C -3.862 -1.659 3.327
C -2.823 -2.390 2.499
O -1.595 -2.572 3.203
H -3.487 -0.680 3.630
H -4.783 -1.516 2.759
H -4.100 -2.217 4.236
H -2.579 -1.819 1.606
H -3.205 -3.367 2.185
H -1.769 -3.095 3.991
C 1.023 5.623 -0.397
C 0.285 4.932 0.731
O -1.033 4.536 0.316
H 0.469 6.506 -0.723
H 2.019 5.926 -0.079
H 1.116 4.953 -1.253
H 0.167 5.600 1.582
H 0.827 4.046 1.057
H -0.899 3.929 -0.422
C 4.251 0.421 4.293
C 2.976 -0.060 3.627
O 2.641 0.714 2.477
H 4.159 1.470 4.579
H 4.471 -0.169 5.183
H 5.099 0.342 3.608
H 2.121 0.032 4.294
H 3.069 -1.111 3.339
H 3.354 0.656 1.828
C 8.319 -3.355 -0.105
C 7.055 -3.762 -0.843
O 6.659 -2.783 -1.790
H 8.167 -2.403 0.405
H 8.605 -4.109 0.634
H 9.148 -3.221 -0.802
H 6.223 -3.874 -0.147
H 7.203 -4.721 -1.359
H 7.374 -2.669 -2.422
C -4.563 1.367 1.046
C -5.192 2.589 1.689
O -4.270 3.219 2.580
H -4.246 0.657 1.814
H -5.254 0.867 0.372
H -3.672 1.658 0.485
H -6.066 2.312 2.271
H -5.506 3.307 0.922
H -3.491 3.478 2.074
C 2.725 -4.897 -1.004
C 3.384 -6.075 -0.313
O 3.159 -6.026 1.102
H 3.107 -3.958 -0.604
H 2.908 -4.917 -2.079
H 1.645 -4.908 -0.837
H 4.463 -6.050 -0.465
H 3.006 -7.019 -0.708
H 2.209 -6.053 1.242
C 4.856 3.619 1.262
C 4.285 4.774 2.064
O 2.858 4.763 2.067
H 4.496 3.644 0.232
H 5.946 3.647 1.248
H 4.541 2.667 1.694
H 4.580 5.728 1.628
H 4.653 4.742 3.097
H 2.572 3.930 2.457
C -1.843 -0.444 6.668
C -0.449 -0.093 6.180
O -0.006 -0.960 5.146
H -1.869 -1.473 7.029
H -2.156 0.220 7.475
H -2.567 -0.361 5.855
H 0.272 -0.191 6.992
H -0.425 0.944 5.825
H -0.613 -0.893 4.398
C -9.799 1.292 1.543
C -8.824 0.704 0.538
O -7.502 0.639 1.076
H -9.481 2.290 1.845
H -10.805 1.357 1.124
H -9.840 0.674 2.444
H -8.770 1.331 -0.351
H -9.147 -0.296 0.240
H -7.535 0.078 1.856
C -4.889 6.537 -0.521
C -6.258 5.891 -0.623
O -7.202 6.738 -1.280
H -4.958 7.481 0.021
H -4.180 5.888 -0.005
H -4.491 6.757 -1.514
H -6.658 5.690 0.369
H -6.191 4.940 -1.163
H -6.867 6.914 -2.164
C 3.792 -7.102 -5.147
C 4.237 -7.655 -3.806
O 3.130 -7.970 -2.965
H 3.185 -6.208 -5.004
H 4.649 -6.846 -5.770
H 3.183 -7.835 -5.683
H 4.828 -6.916 -3.267
H 4.854 -8.550 -3.947
H 2.594 -8.631 -3.411
C 13.681 -3.632 -0.709
C 12.273 -4.131 -0.978
O 11.427 -3.098 -1.468
H 13.661 -2.812 0.009
H 14.312 -4.429 -0.314
H 14.138 -3.254 -1.627
H 11.812 -4.490 -0.059
H 12.296 -4.959 -1.696
H 11.802 -2.770 -2.290
C -10.656 -1.633 -2.826
C -9.950 -2.590 -1.884
O -10.204 -2.272 -0.516
H -10.340 -0.608 -2.631
H -10.438 -1.874 -3.867
H -11.738 -1.678 -2.681
H -8.871 -2.531 -2.016
H -10.264 -3.619 -2.083
H -11.154 -2.329 -0.373
C -12.017 -3.087 3.452
C -12.536 -2.719 2.076
O -13.958 -2.638 2.044
H -12.434 -4.043 3.770
H -10.928 -3.159 3.454
H -12.314 -2.337 4.189
H -12.250 -3.481 1.351
H -12.114 -1.760 1.752
H -14.228 -1.961 2.670
C 5.884 5.595 -7.123
C 5.109 4.707 -6.164
O 3.816 4.391 -6.679
H 5.338 6.521 -7.312
H 6.867 5.844 -6.720
H 6.023 5.095 -8.085
H 4.962 5.207 -5.209
H 5.653 3.777 -5.977
H 3.939 3.930 -7.513
```

Atom charges from the Mulliken analysis, given in e for atoms 1 to 99: -0.407, -0.494, 0.269, -0.404, -0.444, 0.619, -0.329, 0.102, 0.301, 0.293, 0.218, 0.185, 0.199, -0.441, -0.049, -0.013, -0.511, -0.134, 0.166, -0.436, -0.330, 0.422, 0.019, 0.039, -0.048, 0.264, -0.639, -0.354, -0.482, -0.019, 0.247, 0.439, 0.252, 0.346, 0.299, -0.833, 0.195, -0.429, 0.311, 0.248, 0.060, 0.352, -0.144, 0.292, -1.203, 0.085, -0.408, 0.270, 0.397, 0.326, -0.007, 0.338, 0.137, -0.911, -0.081, -0.499, 0.297, 0.366, 0.089, 0.196, 0.215, 0.252, -0.538, 0.231, -0.599, -0.105, 0.499, 0.137, 0.211, -0.147, 0.297, -0.971, -0.044, -0.559, 0.297, 0.223, 0.382, 0.127, 0.207, 0.312, -0.411, -0.424, -0.422, 0.067, 0.400, -0.100, 0.337, 0.296, 0.237, -0.984, -0.203, -0.417, 0.250, 0.389, 0.139, 0.373, 0.235, 0.207, -1.211